[1]
Molecular formula: C20H21GaN3O5
Method: DFT, the ωB97M-V functional and the def2-TZVPD basis

HOMO level = -10.79 eV
Kohn-Sham gap = 7.9076 eV
LUMO energy = -2.887 eV
relative energy (zero: lowest compared OMol25 entry of this formula, charge and spin) = 0.00 kJ/mol
total charge = +1

The geometry in XYZ format:
```
50
Properties=species:S:1:pos:R:3:mulliken_charge:R:1
Ga 0.94 -0.35 -0.42 0.86
C 2.45 3.74 -1.45 -0.59
O 2.14 4.08 -0.10 -0.49
C 2.33 3.23 0.94 0.30
C 2.91 3.79 2.07 -0.32
C 3.08 3.08 3.24 -0.79
C 2.65 1.77 3.31 -1.05
C 2.07 1.15 2.19 0.83
C 1.63 -0.21 2.38 -0.03
N 1.15 -0.93 1.44 0.64
N 0.74 -2.22 1.60 -1.10
C 0.14 -2.65 0.52 0.31
O -0.09 -1.88 -0.54 -0.49
C -0.27 -4.06 0.42 0.43
C -0.74 -4.55 -0.80 -0.49
C -1.05 -5.89 -0.93 -0.66
C -0.89 -6.75 0.14 -0.38
C -0.44 -6.26 1.37 -0.65
C -0.13 -4.92 1.51 -0.22
C 1.92 1.88 0.98 0.54
O 1.38 1.36 -0.14 -0.70
H 2.07 4.56 -2.05 0.31
H 1.99 2.82 -1.77 0.17
H 3.54 3.68 -1.58 0.26
H 3.23 4.83 2.00 0.46
H 3.53 3.55 4.10 0.40
H 2.76 1.20 4.22 0.39
H 1.67 -0.63 3.39 0.46
H -0.88 -3.86 -1.62 0.49
H -1.41 -6.27 -1.88 0.41
H -1.12 -7.80 0.04 0.40
H -0.34 -6.93 2.21 0.40
H 0.21 -4.52 2.46 0.45
O 2.83 -1.33 -0.96 -0.86
C 2.49 -1.08 -2.15 0.60
O 1.47 -0.44 -2.44 -0.64
C 3.42 -1.61 -3.26 0.04
N 4.42 -2.54 -2.62 -0.03
C 5.80 -2.05 -2.92 -0.62
C 5.60 -0.55 -3.11 -0.56
C 4.27 -0.48 -3.87 -0.78
H 2.82 -2.13 -4.01 0.42
H 4.28 -3.52 -2.84 0.36
H 4.20 -2.39 -1.60 0.35
H 6.16 -2.52 -3.83 0.36
H 6.47 -2.31 -2.10 0.37
H 6.42 -0.10 -3.66 0.42
H 5.53 -0.05 -2.14 0.28
H 4.42 -0.65 -4.93 0.40
H 3.77 0.48 -3.75 0.37
```



[2]
Molecular formula: C5H12NO
Method: DFT, the ωB97M-V functional and the def2-TZVPD basis

HOMO level (alpha / beta) = -20.12 / -19.41 eV
Kohn-Sham gap (alpha / beta) = 11.7294 / 5.9011 eV
2S+1 = 2
LUMO energy (alpha / beta) = -8.387 / -13.505 eV
relative energy (zero: lowest compared OMol25 entry of this formula, charge and spin) = 240.24 kJ/mol
total charge = +2

The geometry in XYZ format:
```
19
Properties=species:S:1:pos:R:3:lowdin_spin:R:1
C 0.52 -1.12 1.72 0.13
O 1.04 -2.13 2.52 0.44
C -0.26 -1.69 0.59 0.09
C -1.56 -1.39 0.41 0.18
H 1.44 -0.59 1.36 0.09
H -0.11 -0.46 2.35 0.04
H 1.46 -1.71 3.30 0.00
H 0.22 -2.52 0.08 0.00
H -2.13 -1.99 -0.29 0.01
H -2.11 -0.65 0.99 0.01
C 1.08 1.45 -2.07 0.00
C -0.92 2.05 -0.83 0.00
N 0.01 1.22 -1.09 0.00
H 0.94 0.77 -2.92 0.00
H 2.04 1.20 -1.62 0.00
H 1.05 2.49 -2.38 0.00
H -0.95 2.99 -1.36 0.00
H -1.69 1.81 -0.11 0.00
H -0.06 0.29 -0.64 0.00
```



[3]
Molecular formula: C22H27N3O2
Method: DFT, the ωB97M-V functional and the def2-TZVPD basis

HOMO level = -8.12 eV
Kohn-Sham gap = 8.7869 eV
SMILES string = CN(CCNC(=O)c1ccc(N2CCCC2=O)cc1)CCc1ccccc1
LUMO energy = 0.669 eV
relative energy (zero: lowest compared OMol25 entry of this formula, charge and spin) = 99.76 kJ/mol

The geometry in XYZ format:
```
54
Properties=species:S:1:pos:R:3:mulliken_charge:R:1
C -1.78 -0.11 1.02 -1.17
N -2.87 0.01 0.07 0.59
C -3.63 1.23 0.24 -1.06
H -4.09 1.50 -0.72 0.65
C -4.75 1.05 1.27 -1.16
C -5.75 0.04 0.77 0.52
C -6.90 0.45 0.12 -0.36
C -7.79 -0.48 -0.39 -0.55
C -7.54 -1.83 -0.25 -0.41
C -6.39 -2.25 0.40 -0.71
C -5.50 -1.32 0.91 -0.07
H -4.60 -1.65 1.41 0.30
H -6.18 -3.30 0.51 0.38
H -8.23 -2.56 -0.64 0.38
H -8.69 -0.14 -0.89 0.37
H -7.10 1.51 0.00 0.35
H -5.23 2.01 1.44 0.50
H -4.32 0.71 2.21 0.29
H -2.98 2.07 0.55 0.33
C -2.52 -0.31 -1.29 -1.15
H -3.45 -0.35 -1.86 0.36
C -1.55 0.65 -2.01 -0.65
N -0.17 0.41 -1.67 -0.07
C 0.58 1.30 -0.98 0.30
O 0.15 2.37 -0.59 -0.64
C 1.98 0.86 -0.69 0.53
C 2.59 1.33 0.46 -1.13
C 3.88 0.96 0.79 -0.32
C 4.60 0.11 -0.05 0.79
C 4.00 -0.34 -1.23 -0.83
C 2.70 0.02 -1.54 -0.51
H 2.28 -0.32 -2.47 0.48
H 4.55 -0.99 -1.89 0.43
N 5.91 -0.25 0.27 0.13
C 6.57 -1.36 -0.18 0.52
O 6.14 -2.19 -0.95 -0.65
C 7.94 -1.39 0.48 -0.69
C 8.12 0.03 0.99 -0.71
H 8.58 0.65 0.22 0.30
H 8.73 0.09 1.89 0.35
C 6.68 0.49 1.24 -0.76
H 6.37 0.24 2.26 0.32
H 6.55 1.57 1.09 0.48
H 7.90 -2.11 1.29 0.25
H 8.70 -1.71 -0.23 0.35
H 4.31 1.33 1.70 0.39
H 2.03 2.00 1.10 0.42
H 0.21 -0.49 -1.88 0.25
H -1.77 1.68 -1.74 0.42
H -1.67 0.53 -3.10 0.36
H -2.09 -1.32 -1.30 0.48
H -1.24 -1.03 0.84 0.36
H -1.08 0.73 0.98 0.33
H -2.20 -0.14 2.03 0.33
```



[4]
Molecular formula: C15H19FeN2O3
Method: DFT, the ωB97M-V functional and the def2-TZVPD basis

HOMO level (alpha / beta) = -8.87 / -11.00 eV
Kohn-Sham gap (alpha / beta) = 5.9350 / 5.5558 eV
2S+1 = 5
LUMO energy (alpha / beta) = -2.936 / -5.441 eV
relative energy (zero: lowest compared OMol25 entry of this formula, charge and spin) = 0.00 kJ/mol
total charge = +1

The geometry in XYZ format:
```
40
Properties=species:S:1:pos:R:3:lowdin_spin:R:1
C 2.20 -2.04 2.03 0.00
N 2.47 -1.98 0.61 0.00
C 3.70 -2.49 0.03 0.00
C 3.50 -2.28 -1.46 0.00
N 2.22 -1.58 -1.52 0.00
C 1.59 -1.25 -2.79 0.00
C 1.65 -1.50 -0.32 0.00
C 0.25 -1.03 0.00 0.02
H 1.17 -2.35 2.23 0.00
H 2.88 -2.78 2.47 0.00
H 2.38 -1.07 2.52 0.00
H 4.57 -1.93 0.41 0.00
H 3.83 -3.55 0.29 0.00
H 4.30 -1.69 -1.91 0.00
H 3.44 -3.24 -1.98 0.00
H 0.93 -0.39 -2.67 0.00
H 2.36 -1.00 -3.52 0.00
H 1.00 -2.10 -3.18 0.00
H -0.26 -0.84 -0.96 0.00
H -0.25 -1.90 0.47 0.00
O -4.56 0.38 -0.96 0.00
C -4.40 1.44 -0.49 0.03
Fe -3.88 3.03 0.06 1.79
C -3.88 3.69 -1.56 0.05
O -4.05 3.91 -2.69 0.01
C -5.50 3.60 0.39 0.07
O -6.65 3.74 0.48 0.02
C 0.12 0.16 0.90 0.07
C -1.27 0.12 1.60 0.09
C -2.03 1.39 1.69 0.54
C -1.67 2.54 1.03 0.33
C -0.43 2.54 0.27 0.30
C 0.37 1.45 0.17 0.51
H 0.86 0.08 1.72 0.03
H -1.90 -0.63 1.09 0.03
H -1.12 -0.28 2.62 0.02
H -2.92 1.37 2.33 0.03
H -2.17 3.52 1.23 0.03
H -0.15 3.49 -0.20 0.01
H 1.29 1.49 -0.42 0.02
```



Here are the calculated total energy numbers, same order: -88160.7829, -8895.1719, -31818.6969, -59361.8216 (eV).